{
  "formula": "C14H15N3O2S",
  "method": "wB97M-V/def2-TZVPD",
  "homo_lumo_gap_ev": 8.580,
  "relative_energy_kcal_mol": 20.8,
  "smiles": "COc1ccc(NC(=O)CSc2nccc(C)n2)cc1",
  "homo_ev": -7.890,
  "e_tot_ha": -1255.444993,
  "species": ["C", "O", "C", "C", "C", "C", "N", "C", "O", "C", "S", "C", "N", "C", "C", "C", "C", "N", "C", "C", "H", "H", "H", "H", "H", "H", "H", "H", "H", "H", "H", "H", "H", "H", "H"],
  "xyz": [[0.871, 4.543, 2.946], [0.695, 4.253, 1.582], [0.916, 2.977, 1.154], [0.759, 2.754, -0.215], [0.965, 1.506, -0.761], [1.330, 0.440, 0.058], [1.556, -0.852, -0.430], [1.370, -1.329, -1.686], [1.130, -0.669, -2.671], [1.624, -2.833, -1.799], [1.000, -3.813, -0.395], [-0.627, -3.173, -0.319], [-1.447, -3.698, 0.575], [-2.661, -3.171, 0.619], [-3.053, -2.127, -0.203], [-2.105, -1.643, -1.107], [-2.366, -0.515, -2.044], [-0.898, -2.186, -1.154], [1.479, 0.658, 1.422], [1.278, 1.912, 1.971], [0.662, 5.607, 3.051], [0.175, 3.976, 3.573], [1.898, 4.344, 3.271], [0.477, 3.587, -0.838], [0.847, 1.348, -1.819], [1.769, -1.540, 0.282], [2.697, -3.026, -1.835], [1.161, -3.194, -2.716], [-3.330, -3.608, 1.348], [-4.042, -1.703, -0.148], [-3.216, -0.744, -2.684], [-2.598, 0.388, -1.481], [-1.482, -0.343, -2.652], [1.758, -0.163, 2.069], [1.407, 2.040, 3.034]],
  "lowdin_charge": [-0.10, -0.09, -0.28, 0.00, 0.00, -0.22, 0.10, -0.57, 0.05, -0.36, 0.98, -0.66, 0.06, -0.12, 0.00, -0.29, -0.01, 0.11, -0.02, -0.02, 0.09, 0.09, 0.09, 0.12, 0.10, 0.10, 0.09, 0.09, 0.11, 0.11, 0.09, 0.09, 0.07, 0.11, 0.10]
}

{
  "formula": "C20H44NOP3SY",
  "method": "wB97M-V/def2-TZVPD",
  "total_charge": 3,
  "homo_lumo_gap_ev": [4.432, 3.894],
  "relative_energy_kcal_mol": 23.5,
  "homo_ev": [-15.967, -16.084],
  "e_tot_ha": -2378.041887,
  "species": ["Y", "P", "P", "P", "H", "C", "C", "H", "C", "C", "C", "C", "C", "C", "C", "C", "C", "H", "H", "H", "H", "H", "H", "H", "H", "H", "H", "H", "H", "H", "H", "H", "H", "H", "H", "H", "H", "H", "H", "H", "H", "H", "H", "H", "H", "H", "C", "C", "C", "C", "C", "C", "S", "H", "H", "H", "H", "H", "H", "C", "N", "C", "C", "O", "H", "H", "H", "H", "H", "H", "H"],
  "xyz": [[0.294, -0.309, 0.750], [-0.739, 2.151, 2.119], [-2.509, -0.361, 0.109], [2.550, 1.393, 0.476], [-0.026, -2.180, -8.014], [1.000, -2.402, -7.716], [1.321, -3.578, -7.155], [0.555, -4.339, -6.994], [-1.172, 3.661, 1.158], [-2.221, 2.017, 3.195], [0.437, 2.862, 3.341], [-2.606, -1.774, -1.063], [-3.843, -0.751, 1.293], [-3.295, 0.966, -0.901], [3.727, 0.704, -0.747], [3.645, 1.611, 1.916], [2.446, 3.145, -0.108], [1.735, -1.642, -7.979], [2.343, -3.862, -6.915], [-1.430, 4.465, 1.861], [-2.023, 3.449, 0.502], [-0.322, 3.962, 0.537], [-2.282, 2.938, 3.794], [-2.123, 1.158, 3.873], [-3.140, 1.902, 2.603], [-0.119, 3.581, 3.962], [1.287, 3.367, 2.861], [0.819, 2.056, 3.984], [-3.651, -2.109, -1.148], [-1.989, -2.598, -0.676], [-2.214, -1.500, -2.055], [-4.793, -0.290, 0.998], [-3.572, -0.381, 2.287], [-3.984, -1.835, 1.364], [-4.201, 0.579, -1.391], [-2.586, 1.305, -1.668], [-3.564, 1.824, -0.267], [4.632, 1.327, -0.749], [3.284, 0.669, -1.750], [3.975, -0.328, -0.468], [4.468, 2.280, 1.640], [4.048, 0.636, 2.211], [3.096, 2.029, 2.767], [3.460, 3.445, -0.426], [2.089, 3.814, 0.693], [1.753, 3.208, -0.962], [0.803, -1.257, -2.786], [0.710, 0.081, -3.229], [0.228, 0.390, -4.489], [-0.116, -0.625, -5.395], [-0.064, -1.950, -4.954], [0.398, -2.269, -3.693], [1.386, -1.741, -1.252], [0.027, 0.778, -0.869], [1.029, 0.913, -2.605], [0.146, 1.427, -4.803], [-0.397, -0.386, -6.425], [-0.281, -2.768, -5.648], [0.440, -3.325, -3.424], [1.482, -2.340, 4.810], [0.038, -2.038, 4.752], [-0.827, -2.467, 5.845], [-0.490, -1.425, 3.716], [0.224, -1.157, 2.677], [1.664, -2.888, 5.741], [2.044, -1.397, 4.795], [1.753, -2.937, 3.933], [-1.340, -1.625, 6.325], [-1.618, -3.143, 5.497], [-0.238, -2.987, 6.598], [-1.562, -1.128, 3.743]],
  "lowdin_charge": [0.85, 0.73, 0.73, 0.71, 0.07, -0.08, -0.06, 0.07, -0.24, -0.26, -0.26, -0.27, -0.24, -0.25, -0.28, -0.25, -0.25, 0.07, 0.07, 0.07, 0.03, 0.03, 0.07, 0.03, 0.04, 0.07, 0.03, 0.05, 0.07, 0.04, 0.04, 0.07, 0.01, 0.06, 0.07, 0.04, 0.04, 0.07, 0.03, 0.04, 0.07, 0.06, 0.03, 0.07, 0.04, 0.04, -0.66, -0.11, -0.01, 0.03, -0.04, -0.07, 0.72, 0.10, 0.07, 0.13, 0.13, 0.10, 0.13, 0.03, -0.13, 0.00, -0.21, -0.26, 0.11, 0.11, 0.11, 0.11, 0.11, 0.11, 0.16]
}

{
  "formula": "C41H61N8O3",
  "method": "wB97M-V/def2-TZVPD",
  "total_charge": -1,
  "homo_lumo_gap_ev": 7.050,
  "homo_ev": -5.048,
  "e_tot_ha": -2262.544065,
  "species": ["C", "O", "C", "C", "C", "C", "C", "C", "C", "C", "C", "C", "N", "C", "C", "O", "O", "H", "H", "H", "H", "H", "H", "H", "H", "H", "H", "H", "H", "H", "H", "H", "H", "H", "H", "H", "H", "H", "H", "H", "H", "H", "H", "N", "C", "C", "C", "C", "H", "H", "H", "H", "H", "N", "C", "C", "C", "C", "H", "H", "H", "H", "H", "N", "C", "C", "C", "C", "H", "H", "H", "H", "H", "N", "C", "C", "C", "C", "H", "H", "H", "H", "H", "N", "C", "C", "C", "C", "H", "H", "H", "H", "H", "N", "C", "C", "C", "C", "H", "H", "H", "H", "H", "N", "C", "C", "C", "C", "H", "H", "H", "H", "H"],
  "xyz": [[-1.023, -2.236, -1.617], [0.134, -1.344, -1.675], [-0.054, -0.370, -0.603], [1.132, 0.709, -0.568], [0.768, 2.072, -1.308], [-0.058, 3.155, -0.485], [-0.657, 2.729, 0.934], [-2.224, 2.302, 0.794], [-2.563, 0.852, 1.401], [-3.583, -0.006, 0.483], [-4.879, 0.815, 0.053], [-5.638, 0.266, -1.244], [-4.799, 0.148, -2.460], [-4.707, 1.407, -3.245], [-3.568, 2.428, -2.758], [-3.851, 3.597, -2.293], [-2.256, 1.999, -2.806], [-0.730, -3.337, -1.725], [-1.777, -2.005, -2.456], [-1.577, -2.137, -0.618], [-1.015, 0.210, -0.818], [-0.082, -0.942, 0.384], [1.561, 0.873, 0.492], [2.007, 0.233, -1.160], [1.773, 2.562, -1.604], [0.277, 1.795, -2.316], [0.573, 4.094, -0.349], [-0.954, 3.470, -1.145], [-0.695, 3.694, 1.573], [-0.046, 1.988, 1.543], [-2.565, 2.328, -0.294], [-2.865, 3.056, 1.390], [-3.100, 1.027, 2.411], [-1.626, 0.247, 1.657], [-3.952, -0.874, 1.153], [-3.010, -0.495, -0.370], [-4.718, 1.934, -0.092], [-5.629, 0.717, 0.931], [-6.531, 0.971, -1.433], [-6.055, -0.782, -0.997], [-3.883, -0.277, -2.280], [-5.722, 1.937, -3.351], [-4.414, 1.094, -4.318], [3.332, -1.933, -2.875], [4.542, -2.550, -2.702], [5.314, -2.287, -3.807], [4.543, -1.477, -4.677], [3.325, -1.273, -4.074], [2.563, -1.961, -2.220], [4.748, -3.122, -1.810], [6.322, -2.637, -3.970], [4.845, -1.086, -5.637], [2.457, -0.718, -4.394], [-5.394, 5.078, 0.895], [-5.804, 4.454, 2.039], [-6.180, 5.421, 2.940], [-5.993, 6.677, 2.311], [-5.509, 6.432, 1.047], [-5.057, 4.610, 0.063], [-5.791, 3.377, 2.112], [-6.549, 5.244, 3.940], [-6.191, 7.651, 2.734], [-5.237, 7.103, 0.247], [1.300, -2.109, 2.819], [0.325, -3.057, 2.660], [-0.358, -3.165, 3.847], [0.222, -2.244, 4.754], [1.241, -1.605, 4.091], [1.958, -1.825, 2.111], [0.202, -3.572, 1.720], [-1.185, -3.832, 4.040], [-0.074, -2.068, 5.777], [1.927, -0.837, 4.414], [-2.754, -6.210, 3.964], [-1.625, -6.904, 3.618], [-2.007, -7.985, 2.861], [-3.417, -7.938, 2.740], [-3.851, -6.831, 3.428], [-2.775, -5.374, 4.523], [-0.650, -6.571, 3.942], [-1.344, -8.726, 2.440], [-4.046, -8.636, 2.208], [-4.842, -6.434, 3.583], [8.300, -3.266, -6.161], [8.677, -2.680, -7.340], [7.792, -3.077, -8.312], [6.842, -3.929, -7.696], [7.179, -4.024, -6.368], [8.772, -3.154, -5.279], [9.542, -2.035, -7.386], [7.824, -2.786, -9.352], [6.004, -4.417, -8.171], [6.719, -4.565, -5.555], [5.404, -0.920, 0.109], [6.251, -1.935, 0.468], [7.068, -1.471, 1.470], [6.698, -0.129, 1.729], [5.667, 0.183, 0.876], [4.698, -0.977, -0.608], [6.199, -2.896, -0.020], [7.846, -2.037, 1.962], [7.136, 0.536, 2.458], [5.100, 1.092, 0.748], [-1.826, 6.106, 3.441], [-1.459, 5.092, 4.284], [-0.386, 5.524, 5.025], [-0.099, 6.850, 4.617], [-1.006, 7.183, 3.641], [-2.584, 6.065, 2.777], [-1.991, 4.153, 4.283], [0.134, 4.949, 5.777], [0.684, 7.491, 4.996], [-1.138, 8.091, 3.072]],
  "lowdin_charge": [-0.11, -0.23, -0.22, -0.18, -0.20, -0.19, -0.18, -0.18, -0.20, -0.20, -0.20, -0.24, -0.10, -0.17, -0.56, -0.13, -0.20, 0.09, 0.10, 0.08, 0.12, 0.10, 0.10, 0.09, 0.10, 0.11, 0.10, 0.11, 0.09, 0.09, 0.08, 0.09, 0.10, 0.09, 0.11, 0.07, 0.09, 0.11, 0.12, 0.11, 0.08, 0.12, 0.11, 0.01, -0.17, -0.12, -0.10, -0.12, 0.12, 0.09, 0.07, 0.09, 0.12, 0.03, -0.15, -0.13, -0.13, -0.15, 0.14, 0.10, 0.08, 0.08, 0.11, 0.01, -0.14, -0.12, -0.11, -0.14, 0.14, 0.11, 0.06, 0.09, 0.11, 0.00, -0.15, -0.12, -0.12, -0.14, 0.13, 0.10, 0.09, 0.09, 0.10, 0.00, -0.15, -0.12, -0.11, -0.15, 0.14, 0.10, 0.09, 0.09, 0.10, 0.01, -0.15, -0.12, -0.12, -0.14, 0.12, 0.09, 0.09, 0.09, 0.11, 0.02, -0.15, -0.12, -0.13, -0.15, 0.14, 0.11, 0.09, 0.08, 0.10]
}